{"formula": "C25H42N6O2PtSi4Te", "method": "wB97M-V/def2-TZVPD", "homo_ev": [-6.02, -7.26], "charge": 0, "energy_ha": -3002.2035, "max_force_ev_per_a": 0.62, "orbital_gap_ha": [0.2255, 0.2268], "de_lowest_kcal_mol": 0.0, "multiplicity": 3, "s2": 2.015, "elements": ["Pt", "C", "N", "C", "C", "N", "C", "C", "C", "C", "C", "C", "N", "C", "N", "C", "C", "C", "C", "C", "C", "N", "H", "H", "H", "H", "H", "H", "H", "H", "H", "H", "H", "H", "H", "H", "H", "O", "N", "O", "C", "Si", "C", "C", "Si", "Te", "Si", "C", "C", "C", "Si", "C", "C", "C", "H", "H", "H", "H", "H", "H", "H", "H", "H", "H", "H", "H", "H", "H", "H", "H", "H", "H", "H", "H", "H", "H", "H", "H", "H", "H", "H"], "xyz": [[-1.59342, -0.25969, -0.36491], [-4.89481, -1.52162, -0.37779], [-3.64258, -2.22090, -0.39596], [-3.24816, -3.01333, 0.73561], [-2.58606, -2.19593, 1.81977], [-2.26725, -0.92864, 1.75634], [-1.64775, -0.62549, 2.96265], [-1.13772, 0.58180, 3.42597], [-0.56539, 0.59246, 4.68389], [-0.49580, -0.56856, 5.46676], [-1.00823, -1.77384, 5.02018], [-1.59103, -1.77258, 3.75958], [-2.20876, -2.75575, 3.00423], [-4.75647, -0.01604, -0.31844], [-3.66845, 0.70504, -0.32842], [-4.07647, 2.03201, -0.31677], [-3.32037, 3.19871, -0.34021], [-4.00133, 4.40105, -0.33548], [-5.40271, 4.44785, -0.31020], [-6.16509, 3.29397, -0.29083], [-5.47189, 2.09026, -0.29654], [-5.87607, 0.76640, -0.29775], [-5.49858, -1.83910, 0.48023], [-5.47442, -1.75042, -1.27609], [-3.38717, -2.61259, -1.28782], [-2.52363, -3.75774, 0.39861], [-4.09254, -3.55832, 1.18086], [-1.18461, 1.47074, 2.80863], [-0.15412, 1.51382, 5.07619], [-0.02929, -0.52217, 6.44243], [-0.94986, -2.67213, 5.62260], [-2.31639, -3.72144, 3.25914], [-2.23837, 3.14508, -0.37338], [-3.44633, 5.32994, -0.35768], [-5.89930, 5.40960, -0.31140], [-7.24698, 3.33285, -0.27862], [-6.82333, 0.43273, -0.30009], [-1.47582, -1.88676, -3.08924], [-1.64206, -0.74289, -3.50632], [-1.91577, 0.13303, -2.64903], [2.60249, 0.97462, 2.29655], [3.38654, -0.33413, 1.19755], [3.13462, -1.98884, 2.06310], [5.23696, 0.00307, 1.08266], [2.42544, -0.36618, -0.94464], [0.37432, -1.84176, -0.62283], [3.63774, -1.68691, -2.45618], [2.72557, -1.74035, -4.10035], [3.78848, -3.44136, -1.78547], [5.38156, -1.03263, -2.75274], [1.91331, 1.79654, -1.72810], [3.55545, 2.71700, -1.86895], [1.10385, 1.82764, -3.42020], [0.79388, 2.65479, -0.48920], [2.89940, 0.82983, 3.33945], [1.51138, 0.91283, 2.25061], [2.89632, 1.98545, 1.99819], [3.67757, -2.01438, 3.01229], [3.47887, -2.82805, 1.45137], [2.07262, -2.14808, 2.27491], [5.67391, 0.12709, 2.07766], [5.43998, 0.91349, 0.51015], [5.75860, -0.82097, 0.58728], [1.65306, -1.90052, -3.94756], [3.09960, -2.54699, -4.73641], [2.84717, -0.79916, -4.64378], [2.80230, -3.86687, -1.58269], [4.36052, -3.46216, -0.85284], [4.29619, -4.08840, -2.50591], [5.35829, -0.01441, -3.15306], [5.91431, -1.66230, -3.47112], [5.96343, -1.01139, -1.82699], [4.23279, 2.17839, -2.53981], [4.06062, 2.82128, -0.90345], [3.40479, 3.71759, -2.28308], [1.59269, 1.13896, -4.11471], [1.16583, 2.83350, -3.84406], [0.05074, 1.54290, -3.35683], [1.30284, 2.86603, 0.45461], [-0.05587, 1.99784, -0.27398], [0.40624, 3.59560, -0.89211]], "forces_ev_per_angstrom": [[-0.34, -0.27, -0.31], [0.29, 0.16, 0.08], [-0.23, -0.36, -0.04], [0.06, 0.34, -0.06], [0.08, 0.08, 0.10], [-0.03, -0.19, -0.05], [-0.05, -0.05, 0.05], [0.07, 0.05, -0.03], [0.01, 0.04, 0.00], [-0.01, -0.07, -0.01], [0.01, -0.04, 0.03], [-0.01, 0.09, -0.06], [-0.02, -0.10, 0.06], [-0.09, 0.22, -0.03], [0.23, -0.30, -0.02], [0.02, 0.06, -0.04], [0.08, -0.01, 0.01], [0.03, -0.01, 0.00], [-0.03, -0.04, 0.00], [-0.03, 0.03, 0.00], [0.10, -0.05, -0.01], [-0.04, -0.02, 0.03], [-0.05, 0.01, 0.01], [-0.04, -0.02, -0.02], [0.12, 0.15, 0.01], [0.00, -0.02, -0.01], [0.00, -0.06, 0.07], [0.00, -0.03, 0.00], [0.00, -0.01, -0.02], [-0.01, 0.00, -0.02], [-0.01, 0.04, 0.00], [-0.03, -0.02, -0.01], [-0.04, 0.01, 0.00], [0.00, -0.02, 0.00], [0.01, -0.02, 0.00], [0.02, 0.00, 0.00], [0.00, -0.02, -0.01], [0.12, -0.22, -0.03], [-0.15, -0.22, -0.02], [0.17, 0.47, 0.28], [-0.10, 0.11, -0.12], [0.14, -0.09, 0.35], [-0.06, -0.07, -0.15], [0.00, 0.03, -0.16], [-0.13, -0.09, -0.10], [-0.07, 0.61, 0.03], [0.25, -0.17, -0.22], [-0.13, 0.08, 0.10], [-0.07, 0.07, 0.13], [-0.04, 0.13, 0.08], [-0.08, 0.23, -0.07], [0.11, -0.16, 0.08], [-0.02, -0.25, 0.05], [0.01, 0.00, 0.06], [0.04, -0.03, -0.04], [0.04, 0.01, 0.01], [-0.02, -0.06, 0.01], [0.00, 0.05, -0.02], [-0.02, 0.04, 0.04], [0.05, 0.00, 0.00], [-0.05, -0.01, -0.01], [0.00, -0.05, 0.04], [-0.03, 0.04, 0.03], [0.05, 0.00, -0.05], [0.04, 0.01, 0.04], [-0.02, -0.05, 0.02], [0.05, -0.01, -0.01], [-0.02, 0.00, -0.05], [-0.01, 0.05, -0.01], [0.02, -0.06, 0.02], [-0.05, 0.00, 0.02], [-0.02, 0.00, -0.06], [-0.02, 0.07, 0.03], [-0.04, -0.01, -0.05], [-0.04, -0.02, 0.02], [-0.03, 0.06, 0.02], [0.01, 0.02, 0.05], [0.03, -0.02, 0.00], [-0.01, 0.00, -0.06], [-0.04, -0.02, 0.01], [0.06, -0.02, -0.03]], "mulliken_spin": [0.8565, 0.0002, 0.0041, 0.0002, 0.0234, 0.0432, -0.0044, 0.0029, 0.0003, -0.0015, 0.0008, -0.0132, 0.0122, -0.0033, 0.0434, -0.0037, 0.0059, -0.0010, -0.0001, -0.0002, -0.0064, 0.0019, -0.0002, 0.0002, -0.0010, -0.0006, -0.0003, 0.0020, 0.0000, -0.0002, 0.0004, 0.0007, 0.0030, 0.0000, -0.0001, 0.0003, 0.0005, 0.0487, 0.0401, 0.1145, 0.0065, 0.0084, 0.0292, 0.0041, 0.0427, 0.7299, 0.0106, 0.0084, 0.0106, 0.0012, -0.0255, 0.0001, 0.0029, 0.0191, 0.0015, -0.0048, 0.0003, 0.0034, -0.0018, -0.0106, 0.0012, -0.0003, -0.0002, -0.0027, 0.0005, 0.0007, 0.0012, 0.0000, 0.0009, -0.0002, 0.0000, -0.0001, 0.0002, 0.0002, 0.0000, 0.0004, -0.0003, -0.0036, -0.0004, -0.0040, 0.0006]}